1.
Formula: C3H15NO3
Source: the Open Molecules 2025 dataset
Level of theory: the ωB97M-V functional and the def2-TZVPD basis

```
! wB97M-V def2-TZVPD RIJCOSX def2/J DEFGRID3
* xyz 0 1
C 1.084 1.749 -2.581
C 1.350 0.641 -1.574
N 0.184 0.270 -0.771
C -0.564 1.319 -0.133
H 0.663 2.598 -2.067
H 0.514 1.461 -3.470
H 2.037 2.078 -3.003
H 2.116 1.069 -0.898
H 1.714 -0.285 -2.018
H 0.462 -0.453 -0.130
H -0.901 2.047 -0.865
H -1.443 0.867 0.310
H -0.085 1.883 0.669
O -1.541 -5.565 0.273
H -1.140 -4.795 0.690
H -1.219 -6.320 0.779
O -5.518 0.252 3.434
H -4.714 0.792 3.499
H -5.943 0.623 2.637
O 4.038 -0.280 1.825
H 4.164 0.116 0.959
H 4.744 -0.068 2.436
*
```

**DFT total energy**: -403.73181 a.u.
**Orbital gap**: 9.172 eV
**ΔE to the lowest compared entry with this formula, charge and spin**: 34.8 kcal per mole
**HOMO energy**: -0.31480 hartree
**Strongest force on any atom**: 1.1 eV Å⁻¹

***

2.
Formula: C5H8O2
Source: the Open Molecules 2025 dataset
Level of theory: the ωB97M-V functional and the def2-TZVPD basis

```
! wB97M-V def2-TZVPD RIJCOSX def2/J DEFGRID3
* xyz 0 1
C -1.419 1.086 -0.326
C -0.154 0.338 0.007
C -0.073 -0.262 1.396
O 1.345 -0.474 1.329
C 1.401 0.194 0.086
C 0.597 -0.496 -0.964
O 0.355 -1.861 -1.084
H -1.681 1.869 0.398
H -1.488 1.480 -1.344
H -2.165 0.283 -0.259
H -0.654 -1.163 1.617
H -0.280 0.519 2.140
H 2.301 0.784 -0.087
H 0.726 0.038 -1.914
H 1.189 -2.334 -0.993
*
```

**DFT total energy**: -345.69728 a.u.
**Orbital gap**: 10.186 eV
**ΔE to the lowest compared entry with this formula, charge and spin**: 67.6 kcal per mole
**HOMO energy**: -0.34157 hartree
**Strongest force on any atom**: 0.4 eV Å⁻¹

***

3.
Formula: C22H28N2O6S
Source: the Open Molecules 2025 dataset
Level of theory: the ωB97M-V functional and the def2-TZVPD basis

```
! wB97M-V def2-TZVPD RIJCOSX def2/J DEFGRID3
* xyz 0 1
C 1.572 -2.220 -2.596
O 0.953 -3.232 -1.826
C -0.211 -2.950 -1.174
C -0.776 -1.680 -1.143
C -1.961 -1.434 -0.464
C -2.497 -0.051 -0.499
O -2.289 0.716 -1.420
N -3.271 0.299 0.572
C -3.678 1.667 0.772
C -2.675 2.443 1.653
C -1.312 2.312 1.041
C -0.472 1.275 1.429
C 0.724 1.054 0.769
C 1.077 1.879 -0.280
S 2.615 1.568 -1.146
O 2.491 2.029 -2.496
O 2.977 0.197 -0.916
N 3.809 2.494 -0.433
C 3.659 3.927 -0.554
C 3.013 4.405 0.761
C 3.271 3.264 1.761
C 4.073 2.220 0.961
C 0.258 2.917 -0.681
C -0.935 3.133 -0.017
C -2.614 -2.473 0.193
C -2.074 -3.747 0.164
O -2.637 -4.841 0.754
C -3.871 -4.689 1.408
C -0.863 -4.005 -0.513
O -0.456 -5.300 -0.423
C 0.518 -5.823 -1.299
H 0.883 -1.802 -3.334
H 1.976 -1.420 -1.971
H 2.392 -2.720 -3.109
H -0.297 -0.850 -1.637
H -3.255 -0.297 1.384
H -3.720 2.123 -0.219
H -4.672 1.687 1.228
H -2.681 2.029 2.663
H -2.986 3.487 1.700
H -0.758 0.625 2.243
H 1.369 0.231 1.032
H 4.654 4.363 -0.677
H 3.071 4.143 -1.444
H 1.943 4.566 0.629
H 3.459 5.341 1.091
H 2.330 2.839 2.110
H 3.833 3.603 2.629
H 5.147 2.342 1.134
H 3.799 1.189 1.176
H 0.546 3.515 -1.530
H -1.593 3.926 -0.338
H -3.562 -2.297 0.675
H -4.133 -5.682 1.770
H -4.652 -4.337 0.725
H -3.798 -4.004 2.260
H 0.520 -6.896 -1.105
H 0.257 -5.643 -2.344
H 1.509 -5.412 -1.099
*
```

**DFT total energy**: -1814.23539 a.u.
**Orbital gap**: 8.317 eV
**ΔE to the lowest compared entry with this formula, charge and spin**: 42.4 kcal per mole
**HOMO energy**: -0.28928 hartree
**Strongest force on any atom**: 1.2 eV Å⁻¹

***

4.
Formula: C11H15N2O5S2
Source: the Open Molecules 2025 dataset
Level of theory: the ωB97M-V functional and the def2-TZVPD basis

```
! wB97M-V def2-TZVPD RIJCOSX def2/J DEFGRID3
* xyz -1 1
C 4.913 -2.137 0.615
C 3.927 -1.109 -0.181
C 3.352 -0.094 0.915
N 2.199 0.747 0.461
S 2.399 1.365 -1.141
O 3.830 1.842 -1.345
O 2.043 0.388 -2.229
N 1.385 2.739 -1.303
S -0.277 2.338 -1.231
O -1.035 3.655 -1.395
O -0.768 1.432 -2.341
C -0.817 1.675 0.434
C -2.403 1.604 0.587
O -3.010 2.661 0.900
C -3.259 0.287 0.320
C -4.734 0.312 0.861
C -5.639 -0.915 0.597
C -5.122 -2.153 -0.184
C -3.644 -2.150 -0.665
C -2.676 -0.942 -0.430
H 5.183 -3.025 -0.049
H 5.861 -1.523 0.843
H 4.392 -2.447 1.595
H 3.084 -1.658 -0.728
H 4.596 -0.590 -0.954
H 2.947 -0.750 1.781
H 4.196 0.532 1.399
H 2.192 1.590 1.075
H -0.361 0.617 0.540
H -0.341 2.376 1.216
H -5.082 1.250 1.430
H -6.711 -0.864 1.009
H -5.811 -3.040 -0.356
H -3.213 -3.048 -1.241
H -1.598 -0.965 -0.802
*
```

**DFT total energy**: -1710.06556 a.u.
**Orbital gap**: 7.807 eV
**ΔE to the lowest compared entry with this formula, charge and spin**: 170.2 kcal per mole
**HOMO energy**: -0.21484 hartree
**Strongest force on any atom**: 6.0 eV Å⁻¹

***

5.
Formula: C10H16CuN4SSeSi
Source: the Open Molecules 2025 dataset
Level of theory: the ωB97M-V functional and the def2-TZVPD basis

```
! wB97M-V def2-TZVPD RIJCOSX def2/J DEFGRID3
* xyz -1 1
Cu 0.405 -0.292 0.655
N -1.005 2.857 3.383
C -0.294 1.971 2.605
S -0.749 0.321 2.661
N 0.708 2.520 1.939
N 1.329 1.616 1.156
C 2.511 1.860 0.741
C 3.162 0.816 -0.052
C 4.314 1.071 -0.798
C 4.872 0.045 -1.536
C 4.263 -1.204 -1.522
C 3.119 -1.368 -0.757
N 2.591 -0.396 -0.021
H -1.910 2.535 3.678
H -0.928 3.823 3.105
H 3.028 2.790 0.974
H 4.743 2.064 -0.799
H 5.764 0.217 -2.127
H 4.661 -2.032 -2.093
H 2.588 -2.313 -0.731
C -3.113 -2.170 0.735
Si -2.571 -1.249 -0.815
C -3.580 -1.950 -2.254
C -3.063 0.557 -0.625
Se -0.392 -1.495 -1.245
H -4.190 -2.077 0.909
H -2.590 -1.773 1.607
H -2.867 -3.230 0.642
H -4.655 -1.851 -2.075
H -3.350 -3.008 -2.399
H -3.334 -1.425 -3.180
H -4.144 0.661 -0.485
H -2.770 1.122 -1.513
H -2.555 0.991 0.239
*
```

**DFT total energy**: -5339.43860 a.u.
**Orbital gap**: 6.580 eV
**ΔE to the lowest compared entry with this formula, charge and spin**: 0.0 kcal per mole
**HOMO energy**: -0.13313 hartree
**Strongest force on any atom**: 0.2 eV Å⁻¹

***

6.
Formula: C7H15N2O2
Source: the Open Molecules 2025 dataset
Level of theory: the ωB97M-V functional and the def2-TZVPD basis

```
! wB97M-V def2-TZVPD RIJCOSX def2/J DEFGRID3
* xyz 1 1
C -2.173 2.071 -0.117
C -1.293 0.804 -0.483
N 0.034 0.898 0.102
C 0.845 -0.298 0.113
C 2.025 -0.006 1.085
C 1.238 -0.483 -1.361
C -0.026 -1.504 0.650
N -1.295 -1.637 -0.061
C -2.139 -0.363 0.113
O -3.616 -0.610 -0.076
O -2.973 -0.334 1.162
H -2.328 2.083 0.884
H -3.056 1.897 -0.678
H -1.752 2.938 -0.654
H -1.306 0.776 -1.577
H -0.112 1.007 1.092
H 1.565 0.462 1.960
H 2.669 0.765 0.707
H 2.514 -1.051 1.068
H 0.414 -0.882 -1.920
H 1.974 -1.249 -1.431
H 1.672 0.365 -1.836
H 0.646 -2.346 0.358
H -0.274 -1.334 1.666
H -1.162 -1.729 -1.082
H -1.792 -2.532 0.185
*
```

**DFT total energy**: -535.28498 a.u.
**Orbital gap**: 10.409 eV
**ΔE to the lowest compared entry with this formula, charge and spin**: 122.3 kcal per mole
**HOMO energy**: -0.50664 hartree
**Strongest force on any atom**: 5.0 eV Å⁻¹